1.
{"formula": "C8H24GeIrN3O4S", "method": "ωB97M-V/def2-TZVPD", "species": ["Ir", "N", "C", "C", "N", "C", "C", "N", "H", "H", "H", "H", "H", "H", "H", "H", "H", "H", "H", "H", "H", "O", "S", "O", "O", "O", "C", "Ge", "C", "C", "C", "H", "H", "H", "H", "H", "H", "H", "H", "H", "H", "H"], "xyz": [[-0.029219, -0.929245, -1.668495], [-2.252719, -0.009445, -1.776395], [-2.311519, 1.283355, -1.112195], [-1.280119, 2.242755, -1.748295], [-0.039019, 1.549555, -2.086195], [1.224681, 2.236155, -1.811395], [2.214581, 1.306755, -1.083095], [2.166081, -0.001845, -1.715695], [-2.563619, 0.038155, -2.741195], [-2.792219, -0.728245, -1.307195], [-2.058419, 1.122555, -0.061195], [-3.308219, 1.745155, -1.166095], [-1.057419, 3.041555, -1.038895], [-1.725619, 2.701455, -2.639395], [-0.071919, 1.261155, -3.057795], [1.045781, 3.115955, -1.189895], [1.695381, 2.571655, -2.740395], [1.909581, 1.189755, -0.040595], [3.218081, 1.759155, -1.110095], [2.670581, -0.726445, -1.219995], [2.504681, 0.023755, -2.672095], [-1.174119, -2.862245, -1.843695], [0.015381, -3.084845, -2.746895], [0.032881, -4.363645, -3.386295], [-0.004619, -1.909845, -3.694695], [1.208681, -2.818045, -1.862695], [1.269581, 0.899755, 3.038505], [0.069181, -0.687145, 2.796305], [0.690781, -2.189645, 3.931805], [-1.733219, -0.103045, 3.455405], [0.006381, -1.191645, 0.950105], [1.271881, 1.203255, 4.081905], [0.930481, 1.743755, 2.443405], [2.291381, 0.669355, 2.751205], [0.659081, -1.909645, 4.981005], [1.708981, -2.475445, 3.690805], [0.057081, -3.059945, 3.800005], [-1.718619, -0.038145, 4.538905], [-2.503319, -0.811545, 3.171405], [-2.004619, 0.871355, 3.061505], [-0.223119, -0.448945, 0.165805], [-0.009519, -2.227345, 0.662805]], "atomic_forces_ev_per_a": [[1.493, -4.474, 0.485], [0.984, 0.139, -0.058], [0.078, 0.480, 0.141], [-0.228, -0.132, 0.009], [-0.012, 0.985, -0.276], [0.204, -0.184, 0.092], [-0.037, 0.403, 0.093], [-0.871, 0.176, -0.209], [0.010, -0.083, -0.021], [0.133, -0.050, 0.071], [-0.049, -0.066, -0.056], [0.206, -0.090, 0.065], [-0.113, -0.015, -0.049], [0.050, 0.037, 0.051], [0.069, 0.163, 0.152], [0.034, -0.029, -0.085], [-0.085, 0.084, -0.035], [0.055, -0.096, -0.065], [-0.233, -0.100, 0.035], [-0.097, -0.036, 0.142], [0.019, -0.084, -0.011], [0.118, 1.439, 0.353], [-0.065, -2.054, -1.099], [0.016, 0.618, 0.304], [-0.313, 0.922, 0.487], [-0.264, 1.685, 0.465], [-0.348, -0.504, 0.163], [0.516, 0.690, -0.151], [-0.167, 0.352, -0.293], [0.559, -0.268, -0.147], [0.276, -0.551, -0.503], [0.014, 0.121, 0.152], [-0.134, 0.104, -0.110], [0.116, -0.123, -0.060], [-0.052, 0.115, 0.132], [0.152, 0.020, -0.132], [-0.141, -0.132, -0.068], [0.018, 0.048, 0.228], [-0.079, -0.176, -0.101], [0.032, 0.179, -0.129], [-1.536, 0.727, 0.049], [-0.327, -0.239, -0.011]], "energy_ha": -3363.6614, "homo_lumo_gap_ev": [5.45, 5.43], "multiplicity": 1, "total_charge": 0, "e_above_lowest_kcal_mol": 150.2, "homo_ev": [-6.447, -6.434], "molar_mass_da": 523.19}

=====

2.
{"formula": "C8H24IO4", "method": "ωB97M-V/def2-TZVPD", "species": ["I", "C", "C", "O", "H", "H", "H", "H", "H", "H", "C", "C", "O", "H", "H", "H", "H", "H", "H", "C", "C", "O", "H", "H", "H", "H", "H", "H", "C", "C", "O", "H", "H", "H", "H", "H", "H"], "xyz": [[0.845706, 0.586894, -1.332891], [0.073696, -6.397446, -6.526751], [0.610236, -5.301476, -5.735501], [-0.368494, -4.285806, -5.593751], [0.782556, -7.165726, -6.835561], [-0.445724, -5.985246, -7.391841], [-0.725734, -6.896646, -5.979211], [1.388096, -4.823706, -6.331121], [0.985386, -5.620716, -4.763161], [0.032556, -3.626456, -5.022791], [0.924206, 7.262434, -2.067211], [-0.524054, 7.350364, -1.559601], [-0.878824, 6.270104, -0.770301], [1.005356, 6.406354, -2.737031], [1.669456, 7.272934, -1.271851], [1.110916, 8.155714, -2.663281], [-1.226374, 7.492694, -2.380941], [-0.616874, 8.239134, -0.935451], [-0.654014, 5.470004, -1.250831], [2.342936, 2.670574, 6.088889], [1.064966, 1.961854, 5.501239], [0.501726, 2.786364, 4.537519], [2.886986, 2.034224, 6.786869], [2.093996, 3.537324, 6.701159], [2.917176, 2.998494, 5.222399], [0.391696, 1.574554, 6.265969], [1.272446, 1.093694, 4.875659], [0.781506, 2.378304, 3.714829], [-1.499154, -3.805836, 3.108579], [-2.517074, -4.355446, 2.063659], [-3.019854, -3.430886, 1.132009], [-0.514204, -3.579326, 2.700329], [-1.346254, -4.416236, 3.998599], [-1.770164, -2.839446, 3.533729], [-3.265814, -4.838256, 2.691639], [-2.087204, -5.143716, 1.445639], [-2.221774, -3.029626, 0.780359]], "atomic_forces_ev_per_a": [[-0.003, -0.024, 0.038], [-1.733, -1.381, -0.632], [1.059, 1.543, -0.047], [-0.462, -0.188, 0.385], [0.187, 0.250, 0.039], [0.276, -0.016, -0.297], [-0.021, -0.212, 0.181], [0.765, -0.229, 0.261], [0.156, -0.041, 0.051], [-0.234, 0.303, 0.081], [-0.795, 0.568, -0.386], [0.969, 0.865, -0.015], [-0.329, -0.663, 0.539], [0.364, -0.136, 0.175], [-0.193, -0.409, 0.055], [0.092, 0.065, -0.201], [-0.006, -0.074, -0.365], [-0.067, 0.059, 0.133], [-0.027, -0.323, 0.084], [-1.159, -0.792, -0.108], [1.771, -0.534, 0.184], [-1.086, 1.072, -0.471], [0.295, -0.292, -0.377], [-0.392, 0.182, -0.299], [0.338, -0.094, 0.308], [-0.383, 0.624, 0.138], [1.002, -0.724, 0.919], [-0.398, 0.552, -0.341], [0.304, 0.746, -0.393], [1.043, -0.676, 1.058], [-0.213, 0.387, 0.698], [0.112, -0.335, -0.313], [-0.155, -0.549, -0.299], [-0.681, 0.110, -0.226], [-0.763, 0.343, -0.559], [0.451, -0.422, 0.433], [-0.084, 0.443, -0.426]], "energy_ha": -917.8628, "homo_lumo_gap_ev": 6.40, "multiplicity": 1, "total_charge": -1, "e_above_lowest_kcal_mol": 51.9, "homo_ev": -3.590, "molar_mass_da": 311.18}

=====

3.
{"formula": "C8H24LiO8", "method": "ωB97M-V/def2-TZVPD", "species": ["Li", "C", "C", "O", "O", "H", "H", "H", "H", "H", "H", "C", "C", "O", "O", "H", "H", "H", "H", "H", "H", "C", "C", "O", "O", "H", "H", "H", "H", "H", "H", "C", "C", "O", "O", "H", "H", "H", "H", "H", "H"], "xyz": [[-0.280112, -0.227617, 0.194782], [-0.839932, -1.338270, -1.683627], [0.058543, -0.122854, -2.017308], [-0.318031, 0.910143, -1.124757], [-0.523326, -1.936072, -0.422112], [-0.861701, -1.997826, -2.551143], [-1.910503, -1.155528, -1.590902], [-0.147382, 0.316063, -2.993552], [1.115144, -0.381977, -2.084783], [0.226984, 1.661100, -1.370965], [-0.893815, -2.801567, -0.609896], [2.488865, -1.040493, 0.262552], [2.876362, -1.665959, -1.064200], [3.561149, -0.651346, -1.785950], [1.379742, -0.235776, 0.144422], [3.356422, -0.522819, 0.671780], [2.297649, -1.864857, 0.949544], [1.923150, -2.033694, -1.444004], [3.363176, -2.637638, -0.980736], [2.821899, -0.343477, -2.315411], [1.656234, 0.683383, 0.161651], [-0.288345, 0.202550, 2.545130], [0.744390, 1.133481, 1.931025], [0.286406, 1.616419, 0.635429], [-0.296964, -1.047215, 1.901483], [-1.286933, 0.622226, 2.666813], [-0.035627, -0.063421, 3.571527], [1.732212, 0.672861, 1.919188], [0.901493, 1.866441, 2.722352], [1.099771, 1.960800, 0.259353], [-0.673404, -1.715936, 2.478288], [-2.695334, 1.976218, 0.140007], [-2.569571, 0.545385, -0.340098], [-1.801784, -0.330787, 0.437478], [-1.438078, 2.727524, 0.074259], [-2.894922, 1.918485, 1.210017], [-3.442562, 2.641852, -0.292094], [-2.294668, 0.462160, -1.391579], [-3.571725, 0.160933, -0.529847], [-2.154124, -0.209975, 1.322272], [-0.670747, 2.247077, 0.393608]], "atomic_forces_ev_per_a": [[1.942, -0.739, 0.461], [-0.393, 0.141, -1.409], [-1.788, -0.147, -1.827], [1.214, -0.815, -4.827], [1.403, -2.420, -2.626], [0.910, -0.554, 0.138], [0.364, 0.660, -0.519], [-0.476, -0.818, -0.549], [-0.389, 0.026, 0.632], [-0.587, 0.338, -0.271], [0.200, -0.523, 1.004], [1.872, -2.703, 0.591], [-0.339, -0.300, 1.407], [-0.943, -0.888, -0.637], [3.029, -0.418, -1.048], [-0.020, 0.294, -0.031], [-0.479, 0.065, 0.278], [-0.142, 0.504, -0.881], [1.066, 0.486, 0.238], [0.674, 0.727, -0.781], [0.701, -1.535, -0.701], [0.682, -0.911, 1.592], [-0.662, 0.567, 3.105], [6.581, -0.508, 7.183], [0.778, -0.781, 0.928], [-0.076, 0.562, -0.458], [0.594, 0.894, 0.283], [-0.390, -0.085, -0.163], [-0.521, 1.038, -0.506], [-0.318, 1.302, -0.240], [0.013, -0.088, 0.002], [2.719, 0.901, 1.053], [-3.244, 0.971, -2.657], [-5.862, 2.174, 0.757], [-4.737, 2.205, -1.517], [-0.632, -0.046, 0.375], [-0.140, -0.683, -0.369], [0.423, 0.788, 0.623], [-0.682, -0.270, 1.089], [-0.165, -0.400, 0.036], [-2.180, 0.986, 0.244]], "energy_ha": -928.1150, "homo_lumo_gap_ev": 9.12, "multiplicity": 1, "total_charge": 1, "homo_ev": -12.354, "molar_mass_da": 255.21}

=====

4.
{"formula": "C8H24N8O16", "method": "ωB97M-V/def2-TZVPD", "species": ["C", "N", "O", "O", "H", "H", "H", "C", "N", "O", "O", "H", "H", "H", "C", "N", "O", "O", "H", "H", "H", "C", "N", "O", "O", "H", "H", "H", "C", "N", "O", "O", "H", "H", "H", "C", "N", "O", "O", "H", "H", "H", "C", "N", "O", "O", "H", "H", "H", "C", "N", "O", "O", "H", "H", "H"], "xyz": [[-0.761385, 3.385437, -2.561800], [-0.456552, 2.813156, -3.879647], [-1.280455, 3.110525, -4.739945], [0.564995, 2.100674, -4.018596], [-1.718673, 3.902566, -2.627185], [-0.009365, 4.097404, -2.221688], [-0.901235, 2.536128, -1.893060], [-1.605620, -0.560404, 4.088144], [-0.474059, -0.685412, 5.055972], [-0.532351, 0.009917, 6.083035], [0.454993, -1.354853, 4.744883], [-2.086235, -1.532902, 3.981610], [-1.147519, 0.035235, 3.298545], [-2.420764, 0.007277, 4.536886], [2.762893, 0.061051, 2.159478], [3.056441, 0.366496, 3.523984], [4.067506, -0.164896, 4.016338], [2.239055, 1.061511, 4.145876], [3.622494, -0.288565, 1.587689], [2.215339, 0.902661, 1.735227], [2.133167, -0.828451, 2.141051], [2.976248, -0.935819, -4.681226], [2.994433, -1.009212, -3.192861], [3.282819, 0.031170, -2.617379], [2.632119, -1.942891, -2.582762], [3.999726, -0.636284, -4.906810], [2.412513, -0.126484, -5.145205], [2.755440, -1.964150, -4.967360], [3.244494, 3.335000, -2.171581], [3.023029, 2.545343, -0.941147], [3.979055, 2.395179, -0.218684], [1.948208, 2.080553, -0.711811], [4.230295, 3.799208, -2.199836], [2.484987, 4.116113, -2.138296], [3.069104, 2.746167, -3.071927], [-3.853458, 0.365173, 0.856130], [-2.799809, 1.372367, 0.749998], [-2.387695, 1.674049, -0.373297], [-2.250644, 1.829472, 1.790413], [-3.252654, -0.536197, 0.734999], [-4.614474, 0.370417, 0.075782], [-4.385506, 0.317713, 1.806270], [-3.737883, -4.361822, 0.772359], [-3.507802, -4.527650, 2.250193], [-3.040889, -3.574197, 2.881180], [-3.882932, -5.574849, 2.818601], [-4.049075, -3.335399, 0.578166], [-4.387864, -5.071473, 0.260476], [-2.686186, -4.523188, 0.535736], [-0.026432, -0.994016, -1.413350], [-0.531824, -1.294333, -0.034940], [-1.240541, -2.252357, 0.127426], [-0.296589, -0.446788, 0.891613], [0.964809, -0.611504, -1.169957], [-0.742231, -0.279314, -1.819463], [-0.045462, -1.954549, -1.928248]], "atomic_forces_ev_per_a": [[-0.614, -0.087, 0.936], [0.500, -0.010, -0.935], [1.362, -0.941, 0.132], [-2.065, 1.312, 0.034], [0.206, -0.095, -0.239], [0.234, -0.488, -0.135], [0.460, 0.270, 0.219], [-0.616, 0.443, 1.019], [-1.274, 2.193, 1.864], [-0.040, -0.975, -1.069], [1.095, -1.176, -0.508], [0.876, -0.181, -1.016], [-0.481, -0.801, -0.589], [0.515, 0.455, 0.290], [-0.746, -0.613, -1.824], [0.665, -0.213, 2.757], [-1.497, 1.057, -0.546], [1.424, -0.894, -0.939], [0.297, 0.756, 0.314], [0.249, -0.235, -0.162], [-0.442, 0.178, 0.412], [1.362, -0.904, -0.055], [-0.559, 4.214, 0.021], [0.639, 0.578, -0.439], [-0.751, -3.481, 0.409], [0.154, -0.495, -0.205], [-0.740, -0.283, 0.807], [-0.085, 0.409, -0.583], [-0.521, 0.902, -0.652], [1.648, -0.147, -0.116], [0.710, 0.088, 0.346], [-1.760, -0.260, -0.228], [-0.108, -0.379, 0.372], [0.036, 0.012, -0.096], [-0.058, -0.296, 0.387], [-0.411, -1.346, 0.163], [2.489, 2.636, 1.341], [-0.948, -0.652, 0.882], [-2.016, -1.434, -2.325], [-0.259, -0.370, 0.138], [0.544, 0.609, -0.298], [0.637, 0.487, 0.147], [1.358, 0.167, 0.399], [-2.263, -0.626, 2.925], [-0.287, -1.067, -1.484], [0.927, 1.632, -1.650], [0.282, -0.148, 0.197], [0.093, -0.227, 0.835], [-0.131, 0.298, -1.210], [0.172, -0.467, 1.318], [-0.287, 2.605, 2.443], [-0.156, -0.547, -0.062], [-0.300, -2.181, -2.696], [-0.057, 0.284, -0.867], [0.353, 0.099, -0.060], [0.181, 0.336, -0.122]], "energy_ha": -1960.2780, "homo_lumo_gap_ev": 9.48, "multiplicity": 1, "smiles": "C[N+](=O)[O-].C[N+](=O)[O-].C[N+](=O)[O-].C[N+](=O)[O-].C[N+](=O)[O-].C[N+](=O)[O-].C[N+](=O)[O-].C[N+](=O)[O-]", "total_charge": 0, "e_above_lowest_kcal_mol": 41.0, "homo_ev": -10.182, "molar_mass_da": 488.32}

=====

5.
{"formula": "C8H24O8", "method": "ωB97M-V/def2-TZVPD", "species": ["O", "C", "C", "O", "H", "H", "H", "H", "H", "H", "O", "C", "C", "O", "H", "H", "H", "H", "H", "H", "O", "C", "C", "O", "H", "H", "H", "H", "H", "H", "O", "C", "C", "O", "H", "H", "H", "H", "H", "H"], "xyz": [[-26.104110, 0.631480, -24.010410], [-27.135580, 1.452540, -24.566520], [-28.376250, 0.561250, -24.460420], [-28.190700, -0.681660, -25.026510], [-26.306390, -0.300510, -24.120250], [-27.300680, 2.422400, -24.097260], [-27.060320, 1.617940, -25.641260], [-29.252080, 0.934540, -24.991130], [-28.672120, 0.459520, -23.416290], [-29.021470, -0.918970, -25.444960], [-21.228810, -2.094690, -23.672460], [-22.173120, -2.192310, -22.572180], [-22.873590, -0.880160, -22.474980], [-23.203370, -0.256670, -23.709620], [-21.731680, -1.623320, -24.340690], [-22.802850, -3.073320, -22.696170], [-21.615360, -2.385030, -21.655740], [-22.166680, -0.229700, -21.959930], [-23.847290, -0.945330, -21.989420], [-24.076460, 0.141590, -23.683220], [-19.701830, 0.427810, -17.741970], [-20.592240, -0.649770, -17.946880], [-19.698820, -1.793950, -18.580280], [-19.350830, -1.554620, -19.906950], [-19.501250, 0.880960, -18.564180], [-21.159000, -0.996180, -17.082650], [-21.352230, -0.354780, -18.670410], [-20.424070, -2.606730, -18.541270], [-18.893000, -2.010560, -17.878980], [-19.101910, -0.628260, -19.945360], [-22.175550, 0.012920, -28.692310], [-22.571440, -0.817660, -27.607570], [-23.999880, -0.591570, -27.060580], [-24.780740, -0.715080, -28.225420], [-22.220920, 0.927610, -28.404430], [-22.582450, -1.828780, -28.014520], [-22.000200, -0.593110, -26.706820], [-24.019110, 0.357330, -26.524560], [-24.175220, -1.404260, -26.355680], [-24.950630, 0.132580, -28.642800]], "atomic_forces_ev_per_a": [[0.955, 1.415, 0.297], [-1.405, -2.217, -0.712], [-1.682, 1.759, 0.603], [0.856, -1.599, -0.605], [-0.415, -0.067, -0.397], [0.477, -0.314, 0.502], [0.883, 0.093, -0.160], [0.054, 1.119, 0.213], [0.116, -0.001, 0.330], [0.295, -0.324, -0.044], [-0.457, -0.359, 1.019], [0.939, -0.698, -1.234], [-1.072, 1.149, 0.576], [0.790, -0.521, -1.038], [0.057, 0.139, -0.396], [-0.392, 0.075, -0.341], [0.171, 0.242, -0.022], [-0.263, 0.303, 0.300], [0.365, -0.264, 0.953], [-0.212, 0.067, 0.109], [-0.108, 0.807, 1.233], [1.548, -0.752, -2.145], [-3.045, 0.053, 1.688], [0.190, 0.242, 0.002], [-0.300, -0.015, 0.008], [0.717, 0.342, 0.505], [-0.159, -0.109, -0.261], [0.437, -0.727, -0.415], [0.350, 0.099, -0.274], [0.330, 0.052, -0.358], [-0.381, -0.036, 0.279], [-0.670, 0.514, 0.971], [1.813, -0.112, -1.747], [-1.797, -0.059, 0.277], [0.107, 0.163, 0.036], [0.600, 0.000, 0.402], [1.094, -0.732, -0.142], [-0.553, 0.225, -0.113], [-0.431, 0.038, -0.053], [0.196, 0.010, 0.152]], "energy_ha": -920.9910, "homo_lumo_gap_ev": 9.90, "multiplicity": 1, "smiles": "OCCO.OCCO.OCCO.OCCO", "total_charge": 0, "e_above_lowest_kcal_mol": 47.6, "homo_ev": -9.472, "molar_mass_da": 248.27}